(1)
20
Properties=species:S:1:pos:R:3:forces:R:3:mulliken_charge:R:1 method="wB97M-V/def2-TZVPD" total_energy_ha=-423.2286 spin_multiplicity=1 e_above_lowest_kj_mol=292.91 charge=-2
C -1.222 -2.173 -1.532 -2.11 -0.29 -2.53 -0.54
O -0.903 -2.746 -2.680 1.22 -2.51 -2.39 -0.94
C -0.605 -0.838 -1.605 -0.85 2.88 4.01 -0.70
C -0.926 0.095 -0.308 0.42 -0.02 -0.85 -0.50
C 0.229 1.030 0.131 -1.55 -3.24 1.86 -0.50
C 1.539 0.383 0.919 -2.22 -1.16 -3.95 -0.58
O 2.175 1.462 1.148 3.85 5.44 3.92 -0.78
H -2.362 -2.153 -1.619 -0.07 1.02 1.12 0.14
H -1.093 -2.817 -0.673 0.87 0.03 1.41 0.26
H 0.387 -0.811 -1.991 1.56 -0.76 0.85 0.50
H -0.972 -0.195 -2.340 -1.74 0.29 -1.83 0.32
H -1.305 -0.582 0.517 0.28 0.94 -0.68 0.23
H -1.699 0.891 -0.596 0.17 -1.55 0.32 0.25
H -0.302 1.811 0.718 1.02 -0.38 0.54 0.31
H 0.512 1.549 -0.736 1.19 0.55 -1.26 0.25
H 2.259 -0.146 0.192 -1.58 -0.67 0.25 0.26
H 1.322 -0.339 1.745 -0.42 0.31 -0.02 0.21
H 0.313 1.370 3.081 1.38 1.58 0.33 0.24
H 1.716 2.081 2.317 -1.52 -1.46 0.33 0.47
O 0.939 2.126 3.312 0.10 -1.00 -1.44 -0.90

=====

(2)
17
Properties=species:S:1:pos:R:3:forces:R:3:mulliken_charge:R:1 method="wB97M-V/def2-TZVPD" total_energy_ha=-267.8217 spin_multiplicity=2 e_above_lowest_kj_mol=8.63 charge=+2
C 1.087 1.054 1.040 -1.60 -0.82 0.12 -0.55
C -0.344 1.067 0.415 0.38 -0.65 -1.19 -0.56
C -0.661 -0.030 -0.567 -0.32 -0.98 -0.40 -0.54
C -1.305 -1.238 -0.227 -0.53 -0.17 1.17 0.22
N -2.015 -1.932 -1.079 0.31 1.78 -0.83 -0.24
N 2.078 0.405 0.141 1.64 0.12 -0.56 -0.32
H 1.028 0.492 1.968 0.44 -0.02 0.03 0.36
H 1.356 2.066 1.244 0.54 0.55 0.10 0.36
H -1.098 0.988 1.193 0.11 0.42 0.28 0.41
H -0.471 1.972 -0.181 -0.12 0.24 0.36 0.35
H -0.601 0.055 -1.653 0.33 0.73 0.12 0.40
H -1.351 -1.598 0.799 0.06 0.11 0.03 0.40
H -2.158 -1.510 -1.995 0.09 -0.43 -0.21 0.27
H -2.759 -2.529 -0.793 -0.29 -1.10 0.46 0.32
H 3.055 0.601 0.387 0.00 0.37 0.61 0.38
H 2.093 -0.620 0.134 -0.61 0.03 -0.09 0.37
H 2.066 0.756 -0.825 -0.45 -0.17 0.01 0.37

=====

(3)
85
Properties=species:S:1:pos:R:3:forces:R:3:mulliken_charge:R:1 method="wB97M-V/def2-TZVPD" total_energy_ha=-4015.1215 spin_multiplicity=1 e_above_lowest_kj_mol=139.77 charge=+2
Ti 1.240 0.821 0.829 -1.50 0.96 0.57 -0.76
C 2.000 -4.157 -0.033 -0.53 -0.23 -0.39 -0.97
C 3.147 -3.420 0.348 -0.01 0.56 -0.12 -0.69
C 3.238 -2.075 0.121 0.39 0.02 -0.10 -0.32
C 2.168 -1.373 -0.484 0.39 -0.14 0.04 -0.58
C 0.959 -2.097 -0.834 -0.22 -0.03 0.17 1.18
C 0.963 -3.528 -0.637 0.24 -0.73 0.26 -0.48
N 2.168 -0.044 -0.681 0.39 -0.53 -0.61 0.55
C 3.385 0.611 -0.936 1.02 0.91 -0.10 0.80
C 4.352 0.148 -1.821 -0.30 0.08 0.12 -0.85
C 5.536 0.851 -1.960 0.03 0.03 0.04 -0.72
C 5.771 1.998 -1.210 -0.01 -0.06 -0.07 -0.73
C 4.816 2.481 -0.335 -0.42 -0.02 0.17 -0.74
C 3.612 1.798 -0.205 1.14 -0.62 -1.07 -0.21
N 2.634 2.007 0.751 -0.21 -0.55 0.11 1.32
N 3.047 2.340 2.015 0.58 0.82 0.24 -0.77
C 2.840 1.356 2.860 0.07 -0.31 0.01 0.57
C 3.256 1.443 4.219 -0.05 -0.20 0.31 -1.06
C 3.114 0.363 5.033 0.03 0.34 -0.27 -0.39
C 2.566 -0.837 4.516 -0.29 -0.17 -0.50 -1.04
C 2.135 -0.865 3.222 0.02 -1.05 0.76 -0.21
N 2.214 0.206 2.397 0.67 0.11 0.41 1.13
H 1.975 -5.220 0.140 -0.05 -0.11 0.00 0.52
H 3.964 -3.932 0.829 0.13 -0.06 0.14 0.50
H 4.116 -1.516 0.424 -0.05 -0.05 -0.05 0.53
H 0.513 -1.754 -1.762 -0.07 0.05 -0.01 -0.28
H 0.089 -4.078 -0.950 -0.09 -0.09 -0.04 0.43
H 4.182 -0.776 -2.355 0.01 -0.02 -0.18 0.52
H 6.285 0.494 -2.647 0.13 -0.06 -0.05 0.46
H 6.721 2.504 -1.281 0.08 0.09 -0.12 0.43
H 4.996 3.355 0.272 0.05 0.06 0.07 0.53
H 3.700 2.368 4.541 0.06 0.14 0.09 0.53
H 3.419 0.408 6.067 0.11 0.03 0.06 0.46
H 2.475 -1.710 5.141 -0.02 -0.12 -0.02 0.48
H 1.705 -1.775 2.793 0.10 0.34 0.18 0.30
C -0.840 0.325 -4.148 -0.44 -0.52 0.38 -1.03
Si -1.927 -1.104 -3.485 0.10 0.00 0.11 0.58
C -3.684 -1.053 -4.197 0.56 -0.03 0.29 -1.15
C -1.083 -2.786 -3.822 -0.28 0.55 0.25 -1.20
Si -2.452 -0.645 -1.089 0.05 0.31 -0.26 -0.21
Te -0.533 -1.329 0.669 -0.65 -0.46 -0.70 -0.21
Si -2.215 1.765 -0.763 -0.08 0.36 0.48 0.29
C -3.380 2.863 -1.791 0.34 -0.58 0.26 -1.14
C -2.577 2.044 1.098 0.03 -0.31 -0.56 -0.92
C -0.384 2.328 -1.080 -0.47 -0.40 0.37 -0.28
Si -4.161 -2.015 0.042 -0.09 -0.24 0.07 0.74
C -3.516 -3.795 -0.216 -0.15 0.70 0.03 -0.87
C -4.172 -1.616 1.912 0.18 0.04 -0.79 -0.96
C -5.872 -1.769 -0.740 0.67 -0.02 0.21 -1.12
H -0.646 0.201 -5.209 -0.05 -0.15 -0.20 0.47
H 0.129 0.386 -3.657 0.13 -0.06 0.17 0.22
H -1.334 1.284 -4.027 -0.13 0.18 0.06 0.24
H -3.664 -0.976 -5.279 0.12 0.02 -0.26 0.44
H -4.250 -0.206 -3.826 -0.11 0.25 0.11 0.34
H -4.240 -1.952 -3.951 -0.05 -0.21 0.11 0.30
H -1.438 -3.186 -4.769 -0.12 0.01 -0.15 0.43
H -1.303 -3.527 -3.059 -0.11 -0.11 0.11 0.30
H -0.004 -2.701 -3.910 0.20 0.11 0.02 0.37
H -4.415 2.630 -1.561 -0.20 -0.08 0.07 0.35
H -3.248 2.722 -2.859 0.08 -0.04 -0.20 0.36
H -3.237 3.921 -1.579 0.16 0.07 0.12 0.37
H -3.646 1.997 1.273 -0.28 -0.03 -0.01 0.49
H -2.240 3.022 1.436 0.08 0.16 -0.02 0.33
H -2.110 1.284 1.728 -0.05 0.06 -0.03 0.11
H -0.265 2.766 -2.070 0.09 -0.17 -0.08 0.75
H 0.334 1.485 -1.027 -0.22 0.23 -0.49 -0.12
H -0.075 3.096 -0.363 -0.18 -0.05 -0.02 0.25
H -2.459 -3.875 0.030 0.10 -0.01 0.07 0.12
H -3.651 -4.124 -1.241 -0.02 0.00 -0.25 0.32
H -4.054 -4.496 0.418 -0.13 -0.04 0.16 0.44
H -3.157 -1.573 2.306 0.11 -0.02 0.11 0.22
H -4.703 -2.381 2.472 -0.09 -0.20 -0.04 0.43
H -4.654 -0.667 2.119 -0.08 0.22 -0.01 0.32
H -5.888 -2.079 -1.778 0.07 -0.08 -0.25 0.32
H -6.203 -0.737 -0.700 -0.01 0.26 0.06 0.35
H -6.615 -2.365 -0.220 -0.06 -0.17 0.20 0.39
N 0.167 2.554 4.184 -0.07 -0.22 -0.53 -0.11
C 0.359 2.785 2.893 -0.21 0.93 1.18 0.52
O 0.188 1.869 2.055 -0.65 0.15 0.00 -0.70
C 0.663 4.183 2.441 0.47 0.28 -0.02 -1.23
I 2.147 5.179 3.658 -0.49 -0.07 -0.24 0.18
H -0.080 1.627 4.505 0.03 0.06 -0.12 0.26
H 0.301 3.272 4.884 0.10 0.10 -0.15 0.24
H -0.240 4.792 2.496 -0.01 -0.06 0.09 0.64
H 1.025 4.183 1.410 0.00 -0.12 0.30 0.31

=====

(4)
62
Properties=species:S:1:pos:R:3:forces:R:3:mulliken_charge:R:1 method="wB97M-V/def2-TZVPD" total_energy_ha=-1231.9458 spin_multiplicity=1 e_above_lowest_kj_mol=409.97 smiles="CC[C@]1(C)C[C@H](C(=O)N2CC3(C[C@H](C(=O)N4[C@H]5CC=C[C@H]4CCC5)CO3)C2)C1" charge=0
C -1.030 -1.340 -0.735 0.00 0.00 0.00 -1.35
C -1.094 0.003 -0.012 0.00 0.00 0.00 -0.51
C -1.466 -0.012 1.488 0.00 0.00 0.00 2.22
C -1.724 -1.405 2.052 0.00 0.00 0.00 -2.13
C -0.527 0.786 2.433 0.00 0.00 0.00 -1.52
C -1.753 1.379 3.144 0.00 0.00 0.00 0.88
C -1.736 2.860 3.430 0.00 0.00 0.00 -0.18
O -0.961 3.639 2.903 0.00 0.00 0.00 -0.71
N -2.675 3.279 4.317 0.00 0.00 0.00 0.31
C -3.954 2.670 4.697 0.00 0.00 0.00 -0.71
C -4.386 4.075 5.208 0.00 -0.01 0.00 1.80
C -4.454 4.222 6.717 0.00 0.00 0.00 -1.15
C -5.913 3.829 6.986 0.00 0.00 0.00 0.24
C -6.058 2.309 7.057 0.00 0.00 0.00 -0.55
O -6.601 1.656 6.175 0.00 0.00 0.00 -0.65
N -5.496 1.720 8.127 0.00 0.00 -0.01 0.64
C -5.602 0.285 8.405 0.00 0.00 0.00 -0.25
C -7.053 0.097 8.830 0.00 0.00 0.01 -1.01
C -7.092 1.040 10.052 0.00 0.01 0.01 -0.57
C -6.116 1.910 10.355 0.00 0.00 -0.01 -0.64
C -4.983 2.242 9.361 -0.01 0.00 0.01 0.03
C -3.594 1.485 9.484 0.00 -0.01 0.00 -1.25
C -3.262 0.602 8.218 0.00 0.00 0.01 -0.21
C -4.425 -0.326 7.667 0.00 0.01 0.00 -0.84
C -6.618 4.405 5.757 0.00 0.00 0.00 -1.08
O -5.619 4.558 4.738 0.00 0.00 0.00 -0.57
C -3.150 4.651 4.494 0.00 0.01 -0.01 -1.21
C -2.605 0.952 1.917 0.00 0.00 0.00 -1.45
H -0.756 -1.188 -1.779 0.00 0.00 0.00 0.43
H -0.285 -2.006 -0.296 0.00 0.00 0.00 0.32
H -1.989 -1.859 -0.721 0.00 0.00 0.00 0.33
H -0.126 0.499 -0.119 0.00 0.00 0.00 0.29
H -1.808 0.643 -0.537 0.00 0.00 0.00 0.31
H -1.985 -1.343 3.111 0.00 0.00 0.00 0.45
H -2.548 -1.902 1.538 0.00 0.00 0.00 0.39
H -0.839 -2.040 1.969 0.00 0.00 0.00 0.41
H 0.177 0.211 3.036 0.00 0.00 0.00 0.33
H 0.005 1.579 1.906 0.00 0.00 0.00 0.43
H -2.037 0.824 4.040 0.00 0.00 0.00 0.23
H -4.561 2.346 3.850 0.00 0.00 0.00 0.24
H -3.889 1.868 5.433 0.00 0.00 0.00 -0.34
H -3.719 3.603 7.232 0.00 0.00 0.00 0.50
H -4.284 5.267 6.988 0.00 0.00 0.00 0.41
H -6.298 4.269 7.907 0.00 0.00 0.00 0.75
H -5.185 0.161 9.397 0.00 0.00 0.00 0.28
H -7.270 -0.920 9.165 0.00 0.00 0.00 0.48
H -7.780 0.370 8.065 0.00 0.00 0.00 0.32
H -7.919 0.924 10.744 0.00 0.00 0.00 0.46
H -6.157 2.463 11.286 0.00 0.00 0.00 0.46
H -4.830 3.321 9.334 0.00 0.00 0.00 0.72
H -2.789 2.213 9.590 0.00 0.00 0.00 0.44
H -3.577 0.880 10.393 0.00 0.00 0.00 0.51
H -2.385 0.000 8.459 0.00 0.00 0.00 0.59
H -2.951 1.279 7.421 0.00 0.00 0.00 -0.05
H -4.266 -1.367 7.950 0.00 0.00 0.00 0.42
H -4.492 -0.263 6.581 0.00 0.00 0.00 0.24
H -7.398 3.735 5.399 0.00 0.00 0.00 0.38
H -7.040 5.389 5.967 0.00 0.00 0.00 0.29
H -2.496 5.294 5.082 0.00 0.00 0.00 0.33
H -3.398 5.137 3.549 0.00 0.00 0.00 0.33
H -2.709 1.783 1.217 0.00 0.00 0.00 0.37
H -3.586 0.513 2.109 0.00 0.00 0.00 0.34

=====

(5)
61
Properties=species:S:1:pos:R:3:forces:R:3:mulliken_charge:R:1 method="wB97M-V/def2-TZVPD" total_energy_ha=-3534.7153 spin_multiplicity=1 e_above_lowest_kj_mol=41.15 charge=+1
Ir -0.128 0.092 0.279 -0.09 -0.87 0.56 1.88
C 0.122 -3.112 1.544 0.03 0.06 -0.02 -1.72
C -1.226 -2.477 1.761 -0.07 0.06 0.02 1.51
C -2.171 -3.325 2.347 -0.01 -0.01 0.00 -0.94
C -3.443 -2.902 2.641 0.00 -0.02 0.02 -0.52
C -3.761 -1.584 2.355 0.00 0.02 0.01 -0.90
C -2.800 -0.777 1.787 0.15 0.07 0.04 0.12
N -1.552 -1.189 1.475 -0.10 0.12 -0.23 0.08
Sb -3.286 1.251 1.447 -0.01 0.10 0.11 1.02
C -1.434 2.066 2.198 -0.03 0.04 -0.13 -0.07
C -1.578 2.958 3.240 -0.07 0.00 0.01 -0.72
C -0.472 3.660 3.703 0.01 0.02 0.02 -0.55
C 0.724 3.480 3.055 -0.04 -0.01 0.01 -0.96
C 0.829 2.574 1.996 0.01 0.01 0.01 1.10
C 2.139 2.478 1.282 0.06 0.00 0.09 -0.69
N -0.234 1.844 1.607 0.25 -0.05 0.06 0.01
C -2.713 1.266 -0.607 0.01 0.08 0.03 -0.04
C -3.717 1.651 -1.470 -0.01 0.01 0.00 -0.67
C -3.408 1.961 -2.788 0.03 0.02 0.01 -0.63
C -2.082 1.983 -3.137 -0.05 -0.02 0.01 -0.94
C -1.094 1.594 -2.230 0.08 0.05 -0.03 1.26
C 0.326 1.735 -2.656 -0.07 0.04 0.01 -1.46
N -1.421 1.153 -0.999 0.07 -0.24 -0.14 0.70
H -0.037 -4.150 1.259 0.01 0.00 -0.01 0.51
H 0.676 -3.115 2.486 -0.02 0.01 0.03 0.32
H 0.714 -2.645 0.771 0.00 -0.01 -0.01 0.18
H -1.869 -4.341 2.560 0.00 0.00 0.00 0.48
H -4.165 -3.573 3.085 0.00 0.00 -0.01 0.43
H -4.744 -1.187 2.571 0.01 0.02 0.01 0.41
H -2.552 3.112 3.688 0.00 0.01 -0.01 0.41
H -0.560 4.352 4.530 0.00 0.00 0.00 0.44
H 1.604 4.039 3.345 0.01 -0.01 -0.01 0.51
H 2.307 3.410 0.736 0.00 0.00 -0.01 0.45
H 2.202 1.655 0.577 -0.02 0.12 0.00 -0.57
H 2.954 2.389 2.004 -0.02 0.06 0.03 0.41
H -4.734 1.728 -1.108 0.00 0.00 0.00 0.42
H -4.180 2.235 -3.495 0.00 -0.01 0.00 0.44
H -1.769 2.302 -4.121 0.01 0.00 0.00 0.49
H 0.400 2.543 -3.382 -0.01 0.02 0.00 0.63
H 0.665 0.825 -3.149 -0.02 0.05 -0.02 0.16
H 0.987 1.947 -1.819 -0.10 0.07 -0.07 0.07
O 3.345 0.796 -1.955 0.09 -0.05 0.05 -0.70
C 2.400 0.081 -1.700 -0.18 -0.36 -0.05 -0.42
O 1.755 0.204 -0.560 -0.02 0.94 -0.08 -0.51
C 1.974 -1.018 -2.624 0.04 -0.02 0.05 0.05
C 2.818 -1.265 -3.711 0.05 -0.03 0.00 -1.02
C 2.548 -2.260 -4.627 0.01 0.03 0.02 -0.75
C 1.403 -3.031 -4.462 -0.02 0.00 -0.01 -0.52
C 0.551 -2.795 -3.402 0.01 -0.02 -0.04 -1.31
C 0.813 -1.785 -2.467 -0.01 -0.05 0.09 1.82
S -0.460 -1.656 -1.243 0.15 0.03 -0.01 -0.42
H 3.699 -0.645 -3.801 -0.01 0.00 -0.01 0.50
H 3.218 -2.437 -5.457 0.00 0.00 0.00 0.41
H 1.168 -3.818 -5.168 0.00 0.00 0.01 0.40
H -0.343 -3.395 -3.288 0.00 0.01 0.01 0.46
Cl 3.951 -2.597 2.824 -0.01 0.01 0.01 -0.09
C 3.647 -0.865 2.665 -0.04 0.00 -0.01 0.72
Cl 3.780 -0.056 4.230 0.01 0.02 0.00 -0.08
Cl 4.706 -0.138 1.466 0.04 -0.02 -0.01 -0.02
C 2.275 -0.686 2.175 -0.09 0.05 0.16 -0.11
N 1.232 -0.539 1.738 0.01 -0.35 -0.56 -0.47